Record 1
Below is the molecule C23H29N3O4S in a non-equilibrium geometry, with properties calculated with wB97M-V/def2-TZVPD.

Last column: natural (NBO) charge in e.
Cartesian coordinates (Å):
C -1.21 -3.80 1.72  -0.62
C -1.62 -4.06 0.27  -0.21
N -1.43 -2.93 -0.62  -0.43
C -0.19 -2.90 -1.38  -0.27
C 1.01 -2.58 -0.51  0.05
C 2.21 -3.26 -0.68  -0.24
C 3.30 -2.97 0.12  -0.21
C 3.19 -2.01 1.11  -0.23
C 2.00 -1.33 1.29  -0.20
C 0.92 -1.60 0.47  -0.25
C -2.31 -1.94 -0.83  0.70
O -2.13 -1.10 -1.70  -0.67
C -3.54 -1.83 0.06  -0.51
C -3.50 -0.46 0.75  -0.21
N -3.73 0.60 -0.21  -0.86
S -3.12 2.09 0.23  2.32
O -3.49 3.01 -0.80  -0.93
O -3.55 2.34 1.58  -0.95
C -1.34 1.89 0.22  -0.36
C -0.62 2.11 1.38  -0.17
C 0.77 2.01 1.38  -0.24
C 1.39 1.67 0.19  0.17
C 0.65 1.43 -0.97  0.03
C -0.72 1.55 -0.97  -0.20
C 1.57 1.02 -2.08  -0.44
C 2.95 1.42 -1.52  -0.02
C 3.37 2.79 -2.06  -0.61
N 2.75 1.50 -0.07  -0.45
C 3.72 1.38 0.88  0.71
C 5.11 1.04 0.38  -0.72
O 3.49 1.51 2.06  -0.62
H -0.14 -3.61 1.78  0.23
H -1.73 -2.93 2.12  0.20
H -1.45 -4.66 2.32  0.22
H -1.02 -4.89 -0.12  0.21
H -2.67 -4.38 0.23  0.20
H -0.31 -2.13 -2.14  0.26
H -0.04 -3.87 -1.88  0.20
H 2.28 -4.03 -1.44  0.21
H 4.22 -3.51 -0.02  0.21
H 4.04 -1.80 1.75  0.22
H 1.92 -0.58 2.06  0.24
H 0.00 -1.06 0.60  0.22
H -4.43 -1.87 -0.57  0.24
H -3.59 -2.61 0.82  0.22
H -2.53 -0.32 1.26  0.19
H -4.29 -0.39 1.51  0.22
H -3.36 0.35 -1.13  0.43
H -1.16 2.38 2.27  0.25
H 1.34 2.19 2.27  0.26
H -1.31 1.38 -1.86  0.24
H 1.35 1.52 -3.02  0.23
H 1.51 -0.06 -2.24  0.23
H 3.71 0.67 -1.76  0.21
H 3.54 2.73 -3.14  0.21
H 2.58 3.51 -1.88  0.22
H 4.28 3.15 -1.59  0.21
H 5.48 1.78 -0.33  0.23
H 5.78 1.01 1.23  0.25
H 5.10 0.07 -0.10  0.23

## Properties
Total charge: 0
HOMO-LUMO gap, eV: 9.04
E_tot, hartree: -1757.30864
Energy relative to the best compared isomer or geometry (same formula, charge and spin), kJ/mol: 40.14
Molar mass, Da: 443.57
E_HOMO, eV: -8.54
Structure (SMILES): CCN(Cc1ccccc1)C(=O)CCNS(=O)(=O)c1ccc2c(c1)C[C@@H](C)N2C(C)=O

Record 2
Below is a structure of composition C4H8AgO3 in a non-equilibrium geometry, with properties calculated with wB97M-V/def2-TZVPD.

Last column: natural (NBO) charge in e.
Cartesian coordinates (Å):
O -2.05 1.30 -0.01  -0.45
C -0.95 0.66 -0.01  0.81
Ag 2.11 0.76 -0.11  1.01
O 0.16 1.15 -0.09  -0.71
C -3.34 0.60 -0.02  -0.06
H -3.87 1.03 0.85  0.22
H -3.82 0.92 -0.95  0.22
C -3.20 -0.89 0.07  -0.71
H -2.79 -1.25 -0.89  0.24
H -4.12 -1.54 0.08  0.27
O 3.94 0.59 -0.01  -0.47
C 4.96 -0.34 0.00  -0.30
H 4.94 -0.98 0.91  0.20
H 4.92 -1.02 -0.87  0.22
H 5.95 0.15 -0.02  0.27
H -2.84 -1.14 1.08  0.24

## Properties
Total charge: +1
HOMO-LUMO gap (alpha / beta), eV: 10.21 / 7.52
E_tot, hartree: -529.45898
Multiplicity: 3
Energy relative to the best compared isomer or geometry (same formula, charge and spin), kJ/mol: 0.00
Molar mass, Da: 211.97
E_HOMO (alpha / beta), eV: -13.35 / -14.65